Computed, not measured: a molecular structure, C22H18N4O5S7Ti, with ωB97M-V/def2-TZVPD.

Atoms and positions in Å:
Ti: 0.98512 -0.45069 -0.97644
O: 0.22358 -1.87801 4.37776
C: -0.99665 -1.58168 3.89765
C: -2.07132 -1.69578 4.78056
C: -3.35516 -1.40533 4.36524
C: -3.60655 -1.00196 3.05665
C: -2.55275 -0.88547 2.17582
C: -1.23827 -1.16024 2.57328
C: -0.16207 -1.01460 1.58152
O: -0.45028 -0.60545 0.38209
N: 1.06590 -1.34565 1.92193
N: 1.85730 -1.26726 0.81436
C: 3.05876 -1.70362 0.81748
C: 3.73144 -1.65262 -0.47530
C: 5.03383 -2.08126 -0.68301
C: 5.56080 -2.01737 -1.95925
C: 4.77640 -1.53161 -2.99338
C: 3.48622 -1.11823 -2.71127
N: 2.97791 -1.17191 -1.48282
H: 0.86933 -1.76488 3.64027
H: -1.86432 -2.01609 5.79039
H: -4.17268 -1.50230 5.06672
H: -4.61104 -0.78973 2.72431
H: -2.74443 -0.61373 1.14560
H: 3.52531 -2.12547 1.70264
H: 5.61072 -2.46200 0.14721
H: 6.57269 -2.34881 -2.14833
H: 5.14897 -1.47569 -4.00577
H: 2.82443 -0.73327 -3.48053
S: 0.78477 6.92095 -1.95240
C: 0.91306 5.28051 -1.79906
S: 0.10601 4.14925 -2.81863
C: 0.66940 2.67694 -2.05990
C: 1.47241 2.84860 -0.99161
S: 2.10885 1.54956 -0.02015
S: 1.84633 4.50194 -0.57270
S: 0.15087 1.12780 -2.66686
S: -4.11604 0.59891 -0.97922
C: -3.30495 2.00255 -0.54016
N: -2.06391 1.93896 0.02151
C: -1.34203 3.00241 0.44321
C: -1.82857 4.26289 0.30850
C: -3.09920 4.41268 -0.29447
C: -3.81631 3.32562 -0.69387
H: -1.63820 1.01367 0.06695
H: -0.37298 2.77052 0.86314
H: -1.24189 5.11189 0.62395
H: -3.50388 5.40514 -0.43986
H: -4.78944 3.42276 -1.15013
C: -1.70309 -3.15719 -1.80446
S: 0.04923 -3.13512 -2.03420
O: 0.37557 -4.09788 -3.05347
O: 0.66267 -3.33457 -0.72620
O: 0.31380 -1.72137 -2.48853
H: -1.99981 -4.18033 -1.60029
H: -2.16663 -2.79460 -2.71453
H: -1.94924 -2.50180 -0.97192

Expectation value of S²: 0.76
LUMO energy (spin up / spin down) (eV): 1.254 / 1.135
Largest force on an atom (eV/A): 0.88
Total charge: -1
Relative energy (zero: lowest compared OMol25 entry of this formula, charge and spin) (kcal per mole): 0.0
HOMO energy (spin up / spin down) (eV): -4.6 / -4.6
2S+1: 2

---

Computed, not measured: 8 unconnected molecules or ions with the total composition C6H29O8 in a non-equilibrium geometry, with ωB97M-V/def2-TZVPD.

Atoms and positions in Å:
O: 0.96901 0.97705 0.14621
H: 1.27798 1.01724 1.12018
H: 0.03802 1.32418 0.03200
H: 1.59214 1.56253 -0.38128
O: 3.50231 -0.73470 0.00460
H: 3.58831 -0.75061 -0.95530
H: 2.95086 -1.49941 0.21326
O: 2.54840 2.17144 -1.69851
H: 3.21467 2.73614 -1.28100
H: 2.87080 2.02827 -2.59618
O: 3.94024 1.88634 1.35129
H: 4.48959 2.64099 1.60703
H: 4.52863 1.11443 1.38758
O: 1.68575 1.05406 2.65984
H: 2.62269 1.33594 2.53017
H: 1.44792 1.31514 3.55641
O: -0.95539 2.80141 -0.46468
H: -0.99761 3.76366 -0.51655
H: -1.66794 2.48840 -1.03807
C: -3.43735 -1.15939 1.73645
C: -2.24270 -0.38764 2.30377
C: -1.34547 -1.22528 3.20350
O: -1.45967 0.12374 1.20590
H: -3.14285 -1.99921 1.10995
H: -4.05328 -0.47502 1.14905
H: -4.07880 -1.44640 2.57495
H: -2.61052 0.47308 2.86521
H: -1.81531 -1.41867 4.16896
H: -0.45999 -0.62028 3.43212
H: -0.92074 -2.11407 2.73587
H: -1.40605 -0.58331 0.53982
C: 0.39509 -1.46073 -3.22970
C: -0.80898 -0.95214 -2.42669
C: -2.16532 -1.31804 -2.96677
O: -0.67491 -1.44274 -1.08036
H: 1.26615 -0.89830 -2.89432
H: 0.27377 -1.26274 -4.29685
H: 0.52008 -2.53030 -3.07653
H: -0.77620 0.14246 -2.39790
H: -2.96416 -1.15268 -2.23446
H: -2.27121 -2.39214 -3.16948
H: -2.50061 -0.76948 -3.84756
H: -0.96735 -2.36322 -1.08196

LUMO energy (eV): -2.661
Largest force on an atom (eV/A): 1.40
Total charge: +1
Relative energy (zero: lowest compared OMol25 entry of this formula, charge and spin) (kcal per mole): 0.0
HOMO energy (eV): -12.6

---

Computed, not measured: a single C4H13N3 molecule in a non-equilibrium geometry, with ωB97M-V/def2-TZVPD.

Atoms and positions in Å:
C: -0.57324 0.44803 2.06658
N: 0.87677 0.63945 1.30963
C: 0.65973 0.78462 -0.08498
N: 1.88233 0.70263 -0.82318
N: -0.32754 -0.24230 -0.49321
C: -0.02626 -1.66309 -0.34535
C: -1.39197 0.12865 -1.42295
H: -0.47237 1.16852 2.87769
H: -0.54758 -0.56270 2.46696
H: -1.53813 0.70611 1.62556
H: 1.74793 0.22084 1.61749
H: 0.20304 1.76124 -0.28306
H: 2.19422 -0.18203 -1.20623
H: 2.15873 1.49886 -1.39030
H: 0.88754 -1.81372 0.23362
H: 0.12335 -2.11778 -1.32980
H: -0.86171 -2.15304 0.16065
H: -2.08477 -0.70314 -1.57603
H: -0.96639 0.40275 -2.39423
H: -1.94366 0.97610 -1.00888

LUMO energy (eV): 0.979
Largest force on an atom (eV/A): 3.92
SMILES: CN[C@@H](N)N(C)C
Total charge: 0
Relative energy (zero: lowest compared OMol25 entry of this formula, charge and spin) (kcal per mole): 51.7
HOMO energy (eV): -7.5

---

Computed, not measured: a molecular structure, C32H25N4O7S3Ta, with ωB97M-V/def2-TZVPD.

Atoms and positions in Å:
Ta: 0.48532 0.84329 -0.14313
S: -0.13566 -0.12583 2.09923
C: -1.43790 -1.25718 1.89411
C: -1.78834 -2.07041 2.97224
C: -2.84081 -2.97652 2.90574
C: -3.15524 -3.78263 4.04316
N: -3.39340 -4.42733 4.96768
C: -3.57970 -3.07728 1.71348
C: -3.23653 -2.27640 0.63277
C: -2.17224 -1.36802 0.68385
S: -1.79694 -0.43059 -0.71651
C: -4.67404 -3.99076 1.59550
N: -5.55139 -4.72858 1.48443
H: -1.22127 -1.99062 3.89056
H: -3.80312 -2.35504 -0.28603
C: 0.93753 -5.77519 -0.49471
O: 2.32001 -5.52618 -0.65877
C: 2.70937 -4.21485 -0.68599
C: 4.08499 -3.99160 -0.82746
C: 4.53638 -2.69210 -0.84653
C: 3.68329 -1.58468 -0.76187
C: 4.26183 -0.22599 -0.88789
C: 5.66293 0.00191 -0.33382
O: 3.69303 0.69456 -1.43266
C: 2.29762 -1.82157 -0.60198
O: 1.41136 -0.90218 -0.40211
C: 1.83607 -3.15825 -0.57117
H: 0.82147 -6.85685 -0.49772
H: 0.35410 -5.34346 -1.31190
H: 0.56822 -5.37280 0.45211
H: 4.75643 -4.83515 -0.91224
H: 5.60075 -2.51598 -0.95298
H: 5.90513 -0.66423 0.49249
H: 5.71754 1.03857 -0.00479
H: 6.39764 -0.14440 -1.12998
H: 0.77180 -3.28444 -0.43534
C: -6.81115 1.08323 -2.32397
C: -5.53336 1.67423 -1.79259
C: -4.61319 2.26828 -2.65070
C: -3.41162 2.76795 -2.17422
C: -3.11377 2.66976 -0.82464
C: -4.01617 2.07920 0.04437
C: -5.22039 1.59413 -0.44005
S: -1.55467 3.25977 -0.18685
O: -1.63316 4.69886 -0.29445
O: -1.40741 2.62175 1.10415
N: -0.38162 2.63365 -1.01127
C: 0.09568 3.01009 -2.32143
C: 0.40561 1.70627 -3.05687
O: 0.44773 1.62926 -4.26963
O: 0.65430 0.74042 -2.22360
H: -7.14790 1.60605 -3.22040
H: -7.60863 1.13047 -1.58116
H: -6.67036 0.03219 -2.58771
H: -4.82983 2.32589 -3.71180
H: -2.70360 3.20464 -2.86577
H: -3.74461 1.96408 1.08489
H: -5.91531 1.11624 0.24192
H: 1.05767 3.53140 -2.22031
H: -0.57414 3.68413 -2.85392
N: 1.77336 1.75250 0.73965
C: 2.71257 2.46273 1.41306
C: 3.74305 3.13254 0.72622
C: 4.70596 3.84617 1.41904
C: 4.68109 3.91963 2.80784
C: 3.66635 3.26357 3.49564
C: 2.69483 2.54742 2.81736
H: 3.76842 3.05092 -0.35246
H: 5.48957 4.35187 0.86424
H: 5.43780 4.47981 3.34441
H: 3.62905 3.31123 4.57876
H: 1.90157 2.03843 3.35050

LUMO energy (eV): 4.266
Largest force on an atom (eV/A): 0.96
Total charge: -2
Relative energy (zero: lowest compared OMol25 entry of this formula, charge and spin) (kcal per mole): 0.0
HOMO energy (eV): -2.5